1.
Molecular formula: C50H84O36S3
Method: DFT, the ωB97M-V functional and the def2-TZVPD basis

Last column: Löwdin charge in e.
Element x y z (Å)
C 14.321 -16.991 3.542  0.00
C 13.746 -17.919 4.614  -0.28
C 14.149 -19.433 4.435  -0.05
O 14.706 -19.753 5.735  0.07
C 14.710 -18.671 6.540  -0.52
O 15.202 -18.571 7.682  0.10
O 14.381 -17.585 5.844  0.07
H 14.115 -15.928 3.670  0.07
H 13.848 -17.263 2.598  0.06
H 15.400 -17.145 3.521  0.09
H 12.686 -17.762 4.814  0.15
H 14.902 -19.407 3.647  0.12
H 13.232 -19.880 4.051  0.13
C 19.455 -14.470 -1.846  -0.01
C 19.728 -15.932 -1.723  -0.30
C 19.718 -16.787 -2.973  -0.06
O 20.950 -17.584 -2.927  0.09
C 21.774 -16.948 -2.137  -0.62
O 22.961 -17.156 -2.184  0.13
O 21.097 -16.130 -1.317  0.08
H 20.209 -13.874 -2.359  0.10
H 19.307 -13.950 -0.899  0.07
H 18.480 -14.322 -2.311  0.07
H 19.122 -16.464 -0.990  0.13
H 19.666 -16.153 -3.858  0.14
H 18.905 -17.512 -2.992  0.11
C 11.855 -16.725 -1.391  0.00
C 12.242 -17.300 -0.047  -0.36
C 11.107 -18.080 0.516  -0.10
O 11.823 -19.020 1.250  0.09
C 13.009 -19.194 0.668  -0.54
O 13.807 -20.075 0.964  0.12
O 13.193 -18.269 -0.290  0.10
H 10.932 -16.154 -1.492  0.08
H 12.057 -17.384 -2.235  0.11
H 12.579 -15.943 -1.618  0.05
H 12.713 -16.532 0.567  0.16
H 10.509 -18.616 -0.221  0.15
H 10.460 -17.405 1.076  0.15
C 9.444 -13.480 -1.458  0.00
C 10.838 -12.770 -1.403  -0.27
C 11.924 -13.423 -2.236  -0.14
O 12.492 -12.318 -2.855  0.08
C 11.713 -11.284 -2.791  -0.57
O 11.864 -10.212 -3.454  0.08
O 10.664 -11.507 -2.027  0.11
H 9.563 -14.416 -0.912  0.07
H 9.282 -13.696 -2.514  0.08
H 8.519 -12.926 -1.297  0.09
H 11.166 -12.623 -0.373  0.16
H 11.587 -14.080 -3.038  0.12
H 12.672 -13.940 -1.634  0.09
C 19.457 -6.881 2.339  -0.02
C 19.544 -7.877 1.232  -0.34
C 18.221 -8.313 0.645  -0.10
O 18.344 -8.001 -0.719  0.06
C 19.488 -7.317 -0.954  -0.53
O 19.697 -6.696 -1.980  0.14
O 20.180 -7.243 0.176  0.10
H 18.839 -7.233 3.166  0.08
H 18.912 -5.991 2.028  0.10
H 20.419 -6.474 2.649  0.10
H 20.149 -8.722 1.562  0.15
H 17.409 -7.741 1.093  0.13
H 17.932 -9.355 0.787  0.12
C 13.494 -8.052 -0.429  0.01
C 13.099 -9.476 -0.059  -0.34
C 13.836 -10.067 1.148  -0.07
O 12.869 -9.953 2.194  0.07
C 11.673 -9.682 1.669  -0.60
O 10.603 -9.707 2.219  0.15
O 11.811 -9.527 0.392  0.11
H 12.990 -7.952 -1.390  0.09
H 14.549 -7.875 -0.639  0.08
H 13.089 -7.362 0.311  0.10
H 13.256 -10.170 -0.885  0.14
H 14.820 -9.656 1.375  0.13
H 13.961 -11.145 1.046  0.11
C 19.743 -8.624 5.816  -0.02
C 20.414 -9.885 5.375  -0.26
C 19.892 -11.188 5.911  -0.09
O 19.768 -11.918 4.730  0.09
C 19.745 -11.193 3.654  -0.61
O 19.416 -11.574 2.517  0.10
O 19.925 -9.968 3.994  0.08
H 19.957 -7.797 5.140  0.08
H 20.025 -8.475 6.858  0.10
H 18.654 -8.666 5.794  0.10
H 21.504 -9.871 5.359  0.16
H 19.012 -11.070 6.544  0.14
H 20.673 -11.567 6.569  0.14
C 16.616 -19.388 -0.558  0.01
C 17.658 -20.221 -1.390  -0.26
C 17.460 -21.777 -1.181  -0.07
O 17.013 -22.127 -2.475  0.07
C 17.093 -21.121 -3.362  -0.53
O 16.912 -21.257 -4.579  0.11
O 17.496 -19.977 -2.788  0.08
H 15.584 -19.728 -0.644  0.07
H 16.630 -18.310 -0.719  0.07
H 16.825 -19.650 0.479  0.08
H 18.693 -19.944 -1.192  0.13
H 16.764 -21.989 -0.369  0.13
H 18.409 -22.274 -0.980  0.13
C 21.313 -19.204 1.537  0.01
C 19.772 -19.461 1.477  -0.26
C 19.085 -19.722 2.863  -0.09
O 18.334 -18.549 3.074  0.03
C 18.564 -17.666 1.980  -0.49
O 18.072 -16.526 1.883  0.09
O 19.327 -18.171 1.062  0.07
H 21.781 -19.179 0.553  0.09
H 21.734 -20.025 2.119  0.08
H 21.499 -18.271 2.069  0.10
H 19.525 -20.276 0.798  0.13
H 19.845 -19.853 3.634  0.13
H 18.342 -20.513 2.960  0.13
C 21.193 -8.733 -4.496  -0.02
C 21.192 -10.053 -3.703  -0.26
C 22.134 -10.156 -2.493  -0.07
O 21.371 -10.781 -1.484  0.10
C 20.118 -10.771 -1.789  -0.51
O 19.200 -11.207 -1.013  0.05
O 19.928 -10.224 -3.020  0.07
H 20.478 -8.705 -5.318  0.09
H 22.107 -8.498 -5.043  0.08
H 21.018 -7.802 -3.956  0.07
H 21.308 -10.870 -4.415  0.15
H 22.535 -9.173 -2.242  0.14
H 22.880 -10.894 -2.788  0.14
C 14.381 -16.655 -6.677  0.00
C 14.508 -15.482 -5.678  -0.29
C 13.613 -15.555 -4.481  -0.08
O 14.492 -16.186 -3.562  0.06
C 15.758 -16.015 -3.869  -0.61
O 16.677 -16.260 -3.163  0.16
O 15.818 -15.638 -5.133  0.09
H 14.575 -17.535 -6.064  0.09
H 15.227 -16.590 -7.362  0.09
H 13.425 -16.775 -7.186  0.09
H 14.413 -14.510 -6.163  0.16
H 12.739 -16.204 -4.549  0.14
H 13.276 -14.645 -3.986  0.11
C 16.170 -12.477 -3.533  -0.24
S 15.551 -10.742 -3.693  0.87
O 16.311 -10.212 -4.904  -0.56
C 16.333 -10.235 -2.109  -0.25
H 15.884 -12.957 -2.596  0.02
H 17.260 -12.491 -3.546  0.05
H 15.866 -13.141 -4.342  0.03
H 17.412 -10.373 -2.191  0.02
H 16.011 -10.763 -1.211  0.04
H 16.189 -9.163 -1.976  0.04
C 16.919 -13.086 0.591  -0.26
S 15.304 -13.877 0.534  0.86
O 14.555 -13.173 -0.586  -0.58
C 15.801 -15.548 -0.160  -0.21
H 17.002 -12.138 1.124  0.04
H 17.031 -12.776 -0.448  0.02
H 17.842 -13.595 0.867  0.06
H 16.787 -15.654 -0.614  0.04
H 15.089 -15.837 -0.932  0.03
H 15.669 -16.296 0.621  0.03
C 17.108 -13.953 4.681  -0.23
S 15.374 -13.286 4.431  0.83
O 14.738 -13.523 5.790  -0.56
C 16.001 -11.582 4.421  -0.26
H 17.153 -15.041 4.727  0.04
H 17.434 -13.738 5.699  0.05
H 17.900 -13.706 3.974  0.04
H 16.872 -11.479 3.773  0.03
H 16.326 -11.214 5.394  0.06
H 15.170 -10.934 4.140  0.04

Properties
E in hartree: -5858.72448
Energy above the lowest of the compared OMol25 structures with the same formula, charge and spin in kJ/mol: 0.0
LUMO level in Eh: 0.0007
Orbital gap in eV: 8.49

---

2.
Molecular formula: C50H85N5O4S
Method: DFT, the ωB97M-V functional and the def2-TZVPD basis

Last column: Löwdin charge in e.
Element x y z (Å)
C -2.903 -0.035 0.119  0.10
C -2.469 -1.165 0.184  -0.12
C -2.142 -2.636 0.027  -0.17
C -1.806 -3.268 1.404  -0.16
C -0.575 -2.579 2.131  -0.16
C 0.470 -2.043 1.155  -0.13
C 1.105 -2.994 0.293  -0.18
O 0.813 -4.308 0.309  0.11
C 2.070 -2.517 -0.635  -0.03
C 2.782 -3.431 -1.631  -0.26
C 1.997 -3.976 -2.654  0.00
C 2.662 -4.794 -3.604  -0.03
C 4.054 -4.997 -3.442  -0.04
C 4.669 -4.389 -2.336  -0.13
N 4.082 -3.618 -1.423  0.13
C 2.371 -1.167 -0.628  0.03
N 1.778 -0.270 0.181  -0.03
C 2.199 1.142 0.025  -0.13
C 1.994 1.658 -1.425  -0.17
C 0.490 1.902 -1.787  -0.17
C -0.197 0.665 -2.448  -0.21
C -0.332 0.763 -3.984  -0.21
C -0.960 -0.513 -4.618  -0.23
C -1.055 -0.441 -6.161  -0.27
C -1.758 -1.695 -6.785  -0.12
C 0.827 -0.684 1.057  -0.43
S -0.040 0.473 2.119  0.87
H -3.284 0.937 -0.172  0.05
H -1.324 -2.711 -0.709  0.11
H -3.030 -3.167 -0.366  0.13
H -2.670 -3.193 2.086  0.12
H -1.532 -4.334 1.275  0.11
H -0.998 -1.821 2.806  0.07
H -0.081 -3.329 2.785  0.10
H 0.875 -4.655 1.216  0.14
H 0.924 -3.781 -2.756  0.12
H 2.112 -5.239 -4.442  0.12
H 4.572 -5.611 -4.186  0.11
H 5.750 -4.566 -2.209  0.12
H 3.115 -0.811 -1.352  0.16
H 1.760 1.829 0.760  0.10
H 3.296 1.161 0.206  0.14
H 2.449 1.002 -2.192  0.11
H 2.510 2.636 -1.508  0.12
H -0.028 2.169 -0.840  0.10
H 0.429 2.740 -2.509  0.11
H -1.227 0.612 -2.032  0.09
H 0.288 -0.302 -2.191  0.10
H -1.003 1.605 -4.259  0.12
H 0.648 0.934 -4.476  0.11
H -0.288 -1.370 -4.379  0.11
H -1.979 -0.712 -4.230  0.12
H -0.045 -0.393 -6.620  0.10
H -1.630 0.441 -6.509  0.11
H -2.447 -2.199 -6.080  0.07
H -1.019 -2.464 -7.097  0.07
H -2.311 -1.423 -7.706  0.07
H 0.813 0.932 3.079  -0.07
C 2.365 6.034 -7.437  -0.02
C 2.499 4.563 -6.950  -0.47
C 3.837 3.946 -7.403  -0.14
C 3.871 3.458 -8.847  -0.18
C 2.669 2.568 -9.138  -0.14
C 1.343 3.263 -8.812  -0.49
N 1.309 3.786 -7.410  -0.06
O 1.152 2.764 -6.605  -0.04
C 1.125 4.398 -9.835  -0.04
C 0.185 2.295 -9.082  -0.04
C 2.580 4.686 -5.421  -0.06
H 1.560 6.182 -8.153  0.06
H 2.115 6.706 -6.615  0.08
H 3.287 6.401 -7.892  0.09
H 4.073 3.089 -6.762  0.12
H 4.646 4.664 -7.248  0.12
H 3.907 4.306 -9.536  0.11
H 4.790 2.892 -9.016  0.12
H 2.684 2.268 -10.189  0.13
H 2.761 1.642 -8.559  0.12
H 0.208 4.950 -9.620  0.09
H 1.029 3.987 -10.841  0.09
H 1.948 5.108 -9.883  0.06
H 0.275 1.366 -8.519  0.06
H 0.158 2.021 -10.137  0.09
H -0.775 2.756 -8.836  0.09
H 1.642 5.057 -5.002  0.09
H 3.369 5.387 -5.145  0.09
H 2.816 3.736 -4.937  0.07
C -4.702 2.356 2.435  -0.03
C -3.670 3.108 3.323  -0.47
C -2.896 2.129 4.227  -0.15
C -3.634 1.683 5.484  -0.17
C -4.184 2.890 6.235  -0.14
C -5.069 3.769 5.346  -0.49
N -4.372 4.179 4.087  -0.07
O -3.495 5.102 4.395  -0.01
C -6.369 2.996 5.038  -0.05
C -5.545 4.985 6.150  -0.04
C -2.649 3.659 2.314  -0.05
H -5.734 2.610 2.660  0.06
H -4.589 2.619 1.381  0.07
H -4.599 1.271 2.515  0.08
H -1.959 2.601 4.547  0.12
H -2.603 1.246 3.652  0.09
H -4.432 0.981 5.230  0.11
H -2.946 1.136 6.133  0.11
H -4.750 2.549 7.106  0.13
H -3.347 3.477 6.631  0.13
H -7.018 3.568 4.372  0.09
H -6.927 2.811 5.957  0.09
H -6.201 2.016 4.592  0.06
H -4.719 5.567 6.557  0.08
H -6.152 4.664 6.998  0.09
H -6.161 5.644 5.534  0.09
H -3.099 4.416 1.668  0.09
H -2.282 2.851 1.678  0.06
H -1.778 4.102 2.800  0.08
C 2.504 -4.608 8.842  -0.02
C 1.055 -4.656 8.277  -0.47
C 0.803 -5.962 7.498  -0.14
C 1.345 -5.982 6.073  -0.17
C 0.903 -4.734 5.317  -0.15
C 1.295 -3.446 6.050  -0.49
N 0.808 -3.429 7.461  -0.07
O -0.483 -3.206 7.433  -0.01
C 2.831 -3.302 5.987  -0.04
C 0.778 -2.237 5.262  -0.05
C 0.172 -4.729 9.532  -0.05
H 3.114 -3.820 8.407  0.06
H 2.510 -4.388 9.910  0.08
H 3.031 -5.554 8.699  0.09
H -0.276 -6.143 7.440  0.12
H 1.217 -6.807 8.051  0.12
H 2.435 -6.072 6.079  0.11
H 0.972 -6.869 5.555  0.12
H 1.342 -4.741 4.313  0.11
H -0.183 -4.769 5.173  0.13
H 3.165 -2.416 6.531  0.09
H 3.159 -3.192 4.951  0.09
H 3.367 -4.165 6.377  0.07
H -0.300 -2.269 5.105  0.08
H 1.237 -2.199 4.272  0.07
H 1.024 -1.303 5.773  0.10
H 0.237 -3.809 10.117  0.09
H 0.498 -5.553 10.169  0.09
H -0.877 -4.906 9.296  0.08

Properties
Net charge: +1
E in hartree: -2928.58769
Energy above the lowest of the compared OMol25 structures with the same formula, charge and spin in kJ/mol: 0.0
LUMO level (alpha / beta) in Eh: -0.1303 / -0.1303
Orbital gap (alpha / beta) in eV: 6.61 / 7.36
Spin multiplicity: 4